Formula: C20H12AuF5N3OS
Source: the Open Molecules 2025 dataset
Level of theory: wB97M-V/def2-TZVPD

The spin multiplicity is 3. Its total charge is +1. The LUMO energy (spin up / spin down) is -4.32 / -6.89 eV. The value obtained for the total energy is -2041.640737 Ha. Its expectation value of S² is 2.01.

XYZ file:
```
43
Properties=species:S:1:pos:R:3:forces:R:3
Au 4.931702 11.974419 8.774599 0.44 1.04 0.73
C 5.634106 11.360110 4.516041 -0.76 -0.84 -0.41
C 5.369443 11.207358 5.949108 -0.63 2.12 2.00
N 5.052302 12.291551 6.718117 1.25 -4.42 -2.30
N 5.170176 13.492086 6.269526 -0.05 1.03 -0.17
C 5.085475 14.373956 7.260750 -1.19 0.58 0.09
O 4.743946 14.147368 8.478868 0.19 -0.93 -0.10
C 5.406789 15.737828 6.925177 1.00 0.35 0.23
C 5.351026 16.694640 7.955841 0.03 -0.39 -1.67
C 6.074601 17.843229 7.743671 -0.41 1.07 1.34
C 6.821796 18.099701 6.615972 -0.37 -0.39 -0.22
C 6.750104 17.194009 5.578919 0.71 0.71 -2.10
C 6.079303 15.992429 5.725972 -0.19 0.53 -0.46
C 5.321989 9.912308 6.641326 -1.39 0.47 1.32
C 5.488851 8.614071 6.132759 0.38 1.16 0.93
C 5.369190 7.588620 7.089943 1.38 -1.89 -1.73
C 4.937997 7.724340 8.387361 0.17 1.73 -0.58
C 4.732932 9.046095 8.793756 -0.21 -0.33 -0.73
N 4.927267 10.087313 7.974000 0.35 -2.69 -0.67
H 5.616315 12.398833 4.264766 0.32 0.53 -0.26
H 4.763334 10.898288 4.018469 0.34 0.06 -0.20
H 6.529371 10.841781 4.173184 0.05 0.14 0.06
H 4.660509 16.503927 8.759030 0.36 0.19 0.47
H 6.018242 18.644259 8.463245 0.02 0.02 0.36
H 7.354830 19.032087 6.536288 0.10 0.08 -0.12
H 7.176391 17.504755 4.570117 -0.40 -0.75 1.47
H 6.025234 15.325608 4.861005 0.08 -0.02 0.64
H 5.832342 8.443624 5.091847 -0.37 0.06 0.95
H 5.784565 6.598256 6.760411 -0.96 0.83 0.32
H 4.833012 6.891405 9.039717 -0.05 -0.37 0.43
H 4.380938 9.292798 9.778352 0.05 -0.01 0.33
F 3.758836 12.000588 16.129168 0.42 -0.21 -0.54
C 4.265516 12.004013 14.901767 -1.07 -0.12 -0.99
C 4.313052 13.209126 14.196173 1.14 0.51 -0.39
F 4.003282 14.354592 14.847818 0.25 -1.18 -0.96
C 4.853225 13.231670 12.872341 -0.75 0.33 1.26
F 4.910004 14.446152 12.272005 0.35 -1.44 0.29
C 5.236904 12.034287 12.215990 -0.91 -0.16 2.11
S 6.192565 12.050115 10.820277 0.39 0.46 -1.23
C 5.004224 10.787265 12.887703 -0.85 0.75 0.63
F 5.254620 9.617243 12.242368 -0.20 1.08 0.63
C 4.453978 10.793978 14.192643 0.37 -0.59 -0.18
F 4.086682 9.641402 14.798401 0.61 0.95 -0.60
```
Forces are in eV/Å.